(1)
16
Properties=species:S:1:pos:R:3:forces:R:3:mulliken_charge:R:1 method="wB97M-V/def2-TZVPD" energy_ev=-7390.2772 e_above_lowest_ev=4.4881 charge=0 e_homo_ev="-7.93 / -7.93"
C 0.4171 0.7079 2.2932 0.1 0.0 0.0 -1.311
C -0.3501 0.2917 1.0263 -0.1 0.0 -0.1 -0.154
C 0.6482 0.1169 -0.0842 0.2 0.1 0.2 -0.583
C -0.9586 -0.9466 -1.5955 0.0 0.0 -0.2 -1.002
C 0.0216 -0.5645 -2.5023 0.0 0.0 0.1 0.304
O 0.8973 0.2882 -2.2014 -0.2 -0.1 0.0 -0.543
H -0.2774 0.8449 3.1286 0.1 0.0 -0.1 0.357
H 1.1466 -0.0557 2.5843 -0.1 0.1 0.0 0.346
H 0.9546 1.6509 2.1435 -0.1 -0.1 0.0 0.364
H -0.9084 -0.6333 1.1936 0.1 0.1 0.0 0.340
H -1.0733 1.0768 0.7777 0.1 -0.1 0.0 0.307
H 1.2604 0.9977 -0.2403 -0.1 -0.1 0.0 0.305
H 1.1970 -0.8165 -0.1140 -0.1 0.1 -0.1 0.368
H -1.4885 -0.1227 -1.1283 0.1 -0.1 0.0 0.258
H -1.5607 -1.8375 -1.7667 0.1 0.1 0.0 0.283
H 0.0741 -0.9982 -3.5144 0.0 0.0 0.1 0.360

(2)
11
Properties=species:S:1:pos:R:3:forces:R:3:mulliken_charge:R:1 method="wB97M-V/def2-TZVPD" energy_ev=-38531.8202 e_above_lowest_ev=6.0894 charge=0 e_homo_ev="-8.00 / -7.50"
C 0.0551 1.1686 0.2517 -1.1 -2.0 -1.0 -0.197
C 0.1907 -1.4296 0.4347 2.2 2.1 -0.7 -0.078
O 1.3576 1.4228 0.0656 0.7 0.7 -0.4 -0.461
P -0.9533 1.2512 -1.3696 0.6 -0.8 1.7 0.009
Cl -0.6735 -1.8730 1.8282 0.1 -0.2 0.5 -0.149
Cl -0.3152 -2.1730 -1.0100 -0.2 -0.5 -0.3 -0.157
H -0.4997 1.3266 1.2106 0.9 -0.1 -0.7 0.380
H 1.3414 -1.3263 0.4089 -2.1 -0.4 0.7 0.248
H 2.0462 1.0885 0.6564 -0.8 0.0 0.5 0.344
H -1.9754 0.6125 -0.6152 -0.3 0.3 -0.3 0.044
H -0.5738 -0.0682 -1.8613 0.0 1.0 0.1 0.018

(3)
21
Properties=species:S:1:pos:R:3:forces:R:3:mulliken_charge:R:1 method="wB97M-V/def2-TZVPD" energy_ev=-13462.6347 e_above_lowest_ev=3.6664 charge=0 e_homo_ev=-8.10
C 2.1966 0.7168 0.2782 -1.8 -3.1 0.3 -0.352
C 1.1066 -0.6764 0.9551 2.8 1.3 0.5 -0.656
O 1.5487 1.8582 0.3646 -2.4 1.3 0.1 -0.728
O 0.3429 -0.0841 1.9873 -0.3 -0.1 -0.1 -0.520
H -1.3746 1.2197 0.3848 -0.4 -0.3 -0.2 0.391
H 0.5809 0.8559 1.9925 0.1 0.1 -0.1 0.378
H 3.0370 0.6461 0.9799 0.0 -0.1 -0.2 0.385
H 2.4159 0.3560 -0.7368 0.3 0.1 0.1 0.282
H 1.9369 -1.2468 1.3852 -0.1 -0.2 0.2 0.350
H 0.5317 -1.4402 0.4314 -0.2 0.5 -0.6 0.274
C -2.3320 -1.0349 0.2604 -0.2 0.0 0.4 -0.729
C -0.6611 0.0745 -1.0353 -1.8 1.1 -1.4 0.557
N 0.1218 -0.0191 -2.1532 -0.4 -0.3 0.6 -0.352
O -1.4797 -0.9904 -0.8853 1.2 0.5 0.0 -0.363
N -0.8214 1.2504 -0.4633 1.0 -0.8 1.0 -0.583
H 0.2660 0.8388 -2.6620 0.2 0.0 0.3 0.276
H -0.0411 -0.8293 -2.7275 0.0 -0.1 0.1 0.233
H 0.2880 1.7093 0.0253 1.9 0.0 -0.7 0.268
H -2.7902 -2.0222 0.2427 0.0 0.1 0.0 0.236
H -3.1143 -0.2702 0.1923 0.1 -0.1 -0.1 0.335
H -1.7587 -0.9122 1.1834 0.0 0.0 -0.1 0.317

(4)
191
Properties=species:S:1:pos:R:3:forces:R:3:mulliken_charge:R:1 method="wB97M-V/def2-TZVPD" energy_ev=-102599.4186 e_above_lowest_ev=0.0000 charge=+1 e_homo_ev=-7.81
C 1.7795 0.4470 2.7743 1.2 1.3 0.3 -2.213
C 1.3119 0.7468 1.3415 0.6 -2.8 0.3 1.242
C 1.9368 -0.3114 0.4299 0.5 -0.8 -0.6 -1.585
C 1.1505 -0.5535 -0.8737 1.4 -0.1 0.8 0.810
C -0.2859 -1.0170 -0.5849 2.2 -0.6 0.2 1.257
C -1.0228 0.0377 0.2352 -1.7 -1.5 -1.0 1.659
N -0.2107 0.5135 1.4047 -0.1 3.2 0.3 1.442
O -0.7441 1.0315 2.3585 0.4 -1.6 -1.9 -0.452
C -2.3632 -0.4148 0.8452 0.2 0.2 1.1 -2.130
C -1.3131 1.2029 -0.7409 -0.6 1.0 1.2 -1.013
C 1.6711 2.1190 0.8102 -0.1 0.5 1.0 -0.468
H 1.6593 -0.5494 3.1978 -0.8 -0.1 -0.5 0.386
H 1.4484 1.2016 3.4871 -0.2 -0.1 0.0 0.485
H 2.8685 0.5455 2.7539 0.0 0.2 -0.2 0.454
H 2.1736 -1.2540 0.9381 -1.1 -0.2 0.4 0.536
H 2.9875 -0.0886 0.2190 -0.2 1.1 -0.4 0.435
H 1.7311 -1.2864 -1.4385 -0.3 -0.4 0.1 -0.885
H 1.3011 0.3105 -1.5246 -0.7 0.2 0.1 -0.558
H -0.2374 -1.9508 -0.0174 0.0 -0.1 0.1 -0.647
H -0.6257 -1.2905 -1.5855 -1.3 0.6 0.2 -0.366
H -2.9293 0.4577 1.1655 -0.3 -0.1 -0.5 0.290
H -2.2452 -0.8833 1.8259 0.5 -0.5 -0.2 0.142
H -2.9490 -1.1052 0.2456 0.1 0.4 -0.4 0.486
H -1.8113 0.8689 -1.6504 0.4 -0.6 0.1 0.212
H -0.4353 1.8033 -0.9629 -0.2 0.2 0.0 0.134
H -2.0841 1.7482 -0.1955 0.4 0.9 -0.3 0.524
H 1.6203 2.2200 -0.2712 -0.2 -0.2 0.0 -0.917
H 2.7162 2.2419 1.1029 0.1 0.0 -0.2 0.683
H 1.0962 2.8892 1.3281 -0.2 0.2 -0.3 0.619
C -2.0185 -4.4859 6.6715 -1.1 -0.5 -2.7 -1.488
C -2.7398 -3.1645 7.0053 1.2 1.6 3.0 1.447
C -1.8641 -1.9069 6.8305 0.4 -0.4 -0.5 -1.536
C -1.8115 -1.3221 5.4110 0.7 -0.4 0.7 -0.072
C -3.2117 -1.0962 4.9042 0.3 -0.2 -0.8 -0.640
C -4.0581 -2.4026 4.9129 -1.6 3.2 -0.3 1.346
N -4.0287 -2.9833 6.2864 0.0 -6.2 -1.7 0.819
O -4.8438 -3.8744 6.5359 1.1 3.1 -0.3 -0.342
C -3.7367 -3.4346 3.7838 0.3 -0.2 2.0 -1.426
C -5.5111 -1.9189 4.7123 -0.7 -0.6 -0.2 -1.841
C -3.1024 -3.2738 8.4936 -0.8 -0.4 0.4 -1.845
H -1.8203 -4.5196 5.5945 0.3 0.1 -0.1 0.317
H -2.7053 -5.3253 6.7889 0.0 0.0 0.5 0.408
H -1.0629 -4.7177 7.1339 -0.2 0.7 0.6 0.454
H -0.8803 -2.2516 7.1519 0.1 0.3 0.0 0.549
H -2.1707 -1.1100 7.5094 -0.2 -0.2 0.1 0.359
H -1.2362 -1.9698 4.7437 -0.2 -0.3 -0.1 -0.146
H -1.1964 -0.4231 5.4768 -0.3 0.3 -0.1 0.580
H -3.1615 -0.7242 3.8786 -0.3 -0.3 -0.2 -0.225
H -3.7393 -0.2767 5.3945 0.0 -0.2 0.4 0.593
H -4.1811 -3.0127 2.8860 0.1 -0.1 0.0 0.550
H -4.2451 -4.3237 4.1603 -0.1 -0.3 -0.7 0.562
H -2.6725 -3.6555 3.6949 0.0 0.1 -0.3 -0.120
H -6.2763 -2.6979 4.6935 0.4 -0.5 0.0 0.379
H -5.5777 -1.4426 3.7317 0.1 0.6 0.2 0.411
H -5.8481 -1.2759 5.5249 0.3 0.4 -0.2 0.518
H -3.6079 -4.2198 8.6876 0.1 -0.1 -0.1 0.436
H -3.8094 -2.5066 8.8120 0.2 0.3 0.0 0.460
H -2.2221 -3.2646 9.1335 0.1 0.2 -0.2 0.405
C 2.8236 5.1181 3.6199 0.6 0.6 -1.9 -1.628
C 3.1876 5.3702 2.1161 -0.3 -0.6 0.2 0.216
C 2.1676 6.2883 1.3778 0.9 -0.9 0.8 -0.778
N 2.4116 6.3786 -0.1328 0.5 -0.1 0.5 0.869
C 2.5305 5.0462 -0.8529 -0.6 0.5 1.0 -1.226
C 3.7091 7.1048 -0.3188 0.4 1.6 -0.9 -0.782
C 3.3353 8.5925 -0.6890 1.1 -2.4 1.4 -0.795
C 2.0894 8.3776 -1.5059 -0.4 1.3 0.5 -0.643
C 1.3325 7.2251 -0.8040 0.0 0.4 -0.7 0.181
H 2.9863 6.0379 4.1794 -0.2 -0.1 0.2 0.422
H 3.5917 4.3904 3.8752 -0.5 -0.2 0.7 0.446
H 1.7935 4.7720 3.6723 0.1 -0.2 0.4 0.297
H 3.2411 4.3866 1.6438 -0.6 0.0 -0.1 -0.268
H 4.2566 5.5939 2.1110 -0.2 1.0 -0.3 0.427
H 2.1946 7.2945 1.7986 0.2 0.2 -0.4 0.493
H 1.1694 5.9217 1.6245 -0.1 -0.3 -0.7 0.460
H 3.4020 4.4797 -0.5271 0.0 0.2 0.3 0.719
H 2.6662 5.3213 -1.8955 -0.3 -0.3 -0.1 0.715
H 1.6059 4.5372 -0.5739 -0.1 -0.3 -0.6 -0.438
H 4.2337 6.6632 -1.1652 -0.1 -0.1 0.0 0.345
H 4.3635 7.0530 0.5462 -0.3 -0.3 0.1 0.373
H 4.2326 9.0080 -1.1428 -0.4 0.4 -0.3 0.422
H 3.1766 9.0643 0.2815 -0.3 0.5 -0.3 0.365
H 2.3549 8.2520 -2.5563 -0.2 -0.6 0.0 0.111
H 1.5335 9.3165 -1.4750 -0.4 -0.2 -0.1 0.530
H 0.7191 6.6699 -1.5138 0.3 -0.6 0.2 -0.368
H 0.6078 7.5107 -0.0437 0.3 0.4 0.1 0.438
C 1.3951 8.3172 -5.9485 0.7 -0.6 -0.7 -1.609
C 0.3636 7.4315 -5.2549 -1.5 0.5 -0.7 -0.029
C 0.1783 6.0540 -5.9106 1.2 -0.6 0.9 -1.078
N -0.3524 5.0233 -4.9497 -0.1 -0.5 0.1 1.082
C -1.7019 5.4273 -4.3690 1.2 0.9 -1.0 -1.259
C 0.6644 4.7178 -3.8349 -1.1 -0.4 0.6 0.364
C 1.0164 3.2789 -4.0675 0.5 -1.1 1.8 0.517
C -0.2465 2.6128 -4.5917 0.6 1.1 -1.0 -0.090
C -0.5388 3.6865 -5.6346 -0.8 -1.6 -0.7 -0.997
H 1.8284 9.1307 -5.3692 -0.7 0.2 0.1 0.357
H 0.9798 8.6613 -6.8958 0.0 0.5 0.2 0.411
H 2.2978 7.7922 -6.2774 -0.1 -0.5 0.2 0.386
H -0.6174 7.8808 -5.4365 0.1 0.5 0.3 0.435
H 0.4119 7.4369 -4.1659 0.5 -0.5 0.0 0.043
H 1.1645 5.6670 -6.1762 0.0 -0.1 -0.2 0.455
H -0.4440 6.0236 -6.8034 -0.1 0.3 0.1 0.619
H -2.1095 4.6892 -3.6853 0.1 0.0 -0.1 0.354
H -2.2699 5.6151 -5.2792 -0.6 -0.1 0.4 0.376
H -1.5077 6.3764 -3.8758 -0.4 -0.2 0.4 0.512
H 0.0948 4.7836 -2.9033 -0.1 0.2 0.0 -0.610
H 1.5142 5.3903 -3.7412 -0.2 0.3 -0.7 0.101
H 1.2833 2.8290 -3.1090 0.5 0.1 -0.1 -0.818
H 1.8711 3.1810 -4.7366 -0.1 -0.2 -0.1 0.463
H -1.0946 2.5229 -3.9140 0.3 -0.1 0.4 -0.090
H -0.0461 1.6538 -5.0681 -0.2 -0.1 0.1 0.331
H -1.5299 3.5031 -6.0508 -0.2 0.9 0.0 0.309
H 0.1562 3.5149 -6.4568 0.2 0.7 0.1 0.451
C 1.8379 -3.2272 -4.0560 -0.2 1.1 1.0 -1.437
C 2.7859 -3.8740 -3.0379 0.4 -0.3 0.6 0.153
C 4.0219 -2.9483 -2.7957 -1.2 -0.7 -0.6 -0.565
N 4.9619 -3.3880 -1.6900 0.8 -0.2 1.3 0.404
C 6.3042 -2.6694 -1.7744 -0.6 0.4 0.4 -0.816
C 4.4265 -3.0558 -0.2826 -2.1 -0.1 -0.6 0.064
C 4.7713 -4.2146 0.6040 0.2 -0.3 1.6 -0.715
C 4.6992 -5.4593 -0.2343 0.7 0.5 -0.7 -0.567
C 5.2110 -4.9205 -1.5490 0.3 -1.0 -2.7 -0.708
H 0.9505 -3.8138 -4.2829 0.4 -0.3 -0.5 0.359
H 2.2957 -2.7172 -4.9036 0.2 -0.9 -0.4 0.349
H 1.3845 -2.3426 -3.5941 -0.1 0.0 0.3 0.223
H 3.1193 -4.8985 -3.2215 0.2 0.2 -1.1 0.420
H 2.2171 -4.1292 -2.1358 -0.1 0.9 0.4 0.113
H 3.6633 -1.9238 -2.6742 0.4 0.1 0.8 -0.050
H 4.5501 -2.8884 -3.7482 0.5 -0.4 0.2 0.657
H 6.6259 -2.5446 -2.8046 0.1 -0.4 0.1 0.339
H 6.9852 -3.1982 -1.1123 0.2 -0.1 -0.4 0.442
H 6.1711 -1.6809 -1.3343 -0.2 0.1 -0.4 0.242
H 4.6385 -2.0278 0.0025 0.6 -0.2 0.0 0.363
H 3.3391 -3.0812 -0.3978 -0.1 0.1 -0.1 -0.354
H 5.7756 -4.1452 1.0268 0.1 0.2 -0.1 0.408
H 4.1106 -4.4056 1.4513 -0.2 0.9 0.1 0.337
H 5.3637 -6.1971 0.2115 -0.1 -0.2 -0.3 0.378
H 3.7172 -5.9032 -0.3909 -0.1 0.3 0.4 0.305
H 6.2405 -5.1483 -1.8273 0.4 0.6 0.9 0.410
H 4.7721 -5.4743 -2.3806 -0.6 0.6 0.0 0.392
C -2.9929 -8.1451 2.8612 0.2 -0.2 -0.2 -1.409
C -3.3248 -7.4400 1.5600 -0.7 -0.5 -1.5 -0.308
C -2.1914 -6.9396 0.6444 -0.2 2.7 0.3 0.027
N -2.7016 -6.1764 -0.6226 -0.2 -0.8 0.5 0.551
C -3.4836 -7.1559 -1.4615 -1.0 1.1 -0.6 -1.120
C -1.5462 -5.5695 -1.4406 -0.7 -1.0 0.4 -0.736
C -2.1785 -4.4050 -2.1978 0.2 0.4 1.0 -0.414
C -3.1155 -3.7948 -1.1319 0.3 0.3 -0.1 0.787
C -3.5223 -4.9364 -0.2144 -1.1 -0.8 -1.1 -0.396
H -2.5795 -7.4390 3.5803 0.2 -0.1 0.0 0.217
H -2.3349 -9.0050 2.7336 0.2 0.2 0.0 0.364
H -3.9210 -8.5617 3.2534 0.0 0.2 0.1 0.429
H -4.0353 -6.6505 1.8138 0.4 0.5 -0.1 0.312
H -3.9481 -8.0642 0.9131 0.0 -0.5 0.3 0.328
H -1.4039 -7.5990 0.2863 -0.3 -0.4 0.3 0.535
H -1.7601 -6.0599 1.1304 0.7 -0.5 0.4 -0.398
H -3.9360 -6.6813 -2.3363 1.0 0.4 -0.4 0.399
H -4.4471 -7.4373 -1.0363 0.6 -0.4 1.0 0.398
H -2.8510 -7.9880 -1.7556 -0.1 0.0 0.2 0.356
H -1.0928 -6.3864 -2.0024 -0.1 0.1 -0.3 0.346
H -0.8385 -5.2737 -0.6650 0.0 0.5 -0.2 0.180
H -2.8215 -4.6110 -3.0516 0.5 -0.7 -0.2 0.496
H -1.3886 -3.7269 -2.5184 -0.2 0.2 -0.1 0.109
H -3.9720 -3.3501 -1.6344 0.0 0.1 0.2 0.830
H -2.6486 -3.0423 -0.4997 0.3 0.0 -0.3 -1.083
H -4.5370 -5.2611 -0.4446 -0.2 0.3 0.4 0.327
H -3.4301 -4.6476 0.8290 0.4 -0.6 0.0 -0.266
O 3.8574 2.5661 -2.4106 0.0 0.3 0.1 -0.328
C 4.5808 1.7703 -1.5615 0.6 -2.3 2.3 0.647
O 4.4502 0.5299 -1.5659 -0.2 -0.1 -1.0 -0.627
O 5.2365 2.4230 -0.7034 -0.2 0.5 -0.3 -0.771
H 4.1486 3.3028 -1.8439 -0.4 1.2 -1.0 0.198
O -2.6922 5.3743 0.8417 -0.2 0.3 -1.2 -0.521
C -1.6771 5.0049 0.0446 3.3 -0.9 -1.2 0.655
O -0.6729 4.4372 0.5261 0.3 -0.3 1.3 -0.655
O -1.7051 5.2923 -1.1911 -1.2 0.6 0.0 -0.704
H -3.1396 5.7895 0.0828 -1.3 0.4 0.8 0.328
O -5.3821 1.6693 0.4340 0.7 0.5 -0.7 -0.535
C -6.1170 0.9329 1.3034 -1.6 -2.0 1.0 0.675
O -5.4348 0.4816 2.2771 0.8 -0.2 0.6 -0.739
O -7.2912 0.6699 1.0595 -0.1 0.6 -0.3 -0.717
H -4.5408 1.4354 0.8453 0.4 0.7 -0.3 0.510
O 1.1777 -4.2446 2.0095 -1.4 0.8 -0.7 -0.511
C -0.1600 -4.3383 2.3520 -2.4 -1.7 2.5 0.018
O -0.9976 -3.7817 1.5917 0.7 0.8 -1.5 0.433
O -0.5222 -4.9685 3.3523 1.0 -0.3 0.6 -0.785
H 0.8212 -3.6625 1.3066 1.9 0.4 -1.0 0.000
O -2.6723 -1.3645 -3.6007 -0.3 -0.8 -0.7 -0.296
C -1.8952 -0.9919 -4.6892 1.9 2.7 -1.1 0.558
O -0.6535 -0.9928 -4.5843 0.1 -0.8 0.8 -0.611
O -2.5580 -0.4825 -5.6307 -0.2 -0.9 0.3 -0.830
H -3.4308 -1.3026 -4.2121 -1.2 -0.1 1.2 0.238

(5)
8
Properties=species:S:1:pos:R:3:forces:R:3:mulliken_charge:R:1 method="wB97M-V/def2-TZVPD" energy_ev=-8608.9668 smiles="N/[N+]([O-])=N/O" e_above_lowest_ev=0.9015 charge=0 e_homo_ev=-9.20
N -1.3062 0.2560 -0.1428 -4.6 -0.5 0.8 -0.596
N -0.0529 -0.0762 -0.0107 2.2 0.6 1.3 1.101
O 0.0891 -1.3161 0.1277 1.6 -0.2 -0.3 -0.794
N 0.8651 0.8503 0.0841 -1.7 -1.4 -0.6 -0.291
O 2.0902 0.2582 0.0824 -0.7 -1.9 -0.5 -0.327
H -1.5742 1.2030 -0.4101 0.4 -0.5 0.5 0.255
H -1.9665 -0.4544 0.4052 2.0 2.5 -1.8 0.295
H 1.8554 -0.7209 -0.1357 0.8 1.4 0.7 0.357